[1]
C20H43O2P3Re | ωB97M-V with the def2-TZVPD basis set

```
69
Properties=species:S:1:pos:R:3:forces:R:3
Re -0.0959 0.1151 0.1196 -0.021 -5.475 3.084
P -2.1395 -0.3139 1.2616 -2.820 0.120 1.012
P -0.4018 -1.0284 -1.9358 -0.006 0.134 -4.101
P -0.8003 2.0521 -0.8987 -0.729 3.221 -1.582
H 2.6795 0.3915 0.1954 -0.506 -0.290 -0.255
C 1.8284 1.0816 0.1503 1.124 2.185 1.858
C 1.0842 1.3296 1.4031 3.061 1.989 -1.985
H 1.4621 0.8214 2.2946 -0.636 -0.356 -0.455
C -2.3117 -1.6755 2.4699 0.511 -0.446 -0.099
C -3.6272 -0.6738 0.2612 0.087 0.202 -0.265
C -2.5301 1.1271 2.3254 0.195 0.122 -0.203
C 0.9623 -0.8927 -3.1604 0.323 0.186 0.339
C -0.5692 -2.8430 -1.8460 0.110 -0.213 1.234
C -1.8554 -0.6397 -3.0120 -0.064 0.176 0.377
C -0.5077 3.6532 -0.0240 0.036 -0.442 0.144
C -2.5801 2.2859 -1.3109 0.121 -0.394 0.062
C 0.0263 2.4759 -2.5054 -0.092 -0.213 0.184
H 2.0179 1.9490 -0.4958 -0.219 -0.456 0.168
H 0.7619 2.3555 1.5875 -0.186 -0.384 -0.109
H -1.5696 -1.7017 3.2792 -0.255 0.183 -0.257
H -2.2810 -2.6336 1.9348 -0.101 0.135 0.207
H -3.3071 -1.5415 2.9209 0.290 -0.089 -0.151
H -3.4945 -1.6192 -0.2784 -0.035 0.121 0.167
H -3.8485 0.1165 -0.4596 0.008 -0.132 0.167
H -4.4735 -0.7757 0.9466 0.050 -0.002 -0.066
H -1.6675 1.3322 2.9765 -0.306 0.016 -0.082
H -3.3994 0.8633 2.9442 0.204 0.125 -0.132
H -2.7504 2.0220 1.7293 0.035 -0.241 0.244
H 0.6948 -1.4626 -4.0617 -0.037 0.082 0.320
H 1.8763 -1.3198 -2.7298 -0.123 0.090 -0.141
H 1.1540 0.1484 -3.4422 -0.045 -0.269 0.110
H -0.7297 -3.2329 -2.8615 0.037 0.345 0.200
H -1.4226 -3.1135 -1.2139 0.149 -0.126 -0.154
H 0.3463 -3.2804 -1.4292 -0.227 0.005 -0.069
H -1.8450 -1.3391 -3.8608 0.083 0.128 0.305
H -1.8177 0.3808 -3.4094 -0.006 -0.305 0.110
H -2.7906 -0.7803 -2.4565 0.161 0.027 -0.209
H -0.9266 4.4533 -0.6524 0.123 -0.281 0.230
H 0.5653 3.8313 0.1163 -0.247 0.069 -0.020
H -1.0150 3.6487 0.9487 0.132 0.137 -0.187
H -2.6787 3.2532 -1.8224 0.052 -0.244 0.150
H -3.1768 2.3062 -0.3910 0.083 0.061 -0.284
H -2.9432 1.4926 -1.9722 -0.023 0.292 0.195
H -0.2547 3.5041 -2.7752 0.002 -0.302 0.094
H -0.2864 1.7995 -3.3105 0.116 0.242 0.194
H 1.1182 2.4286 -2.3915 -0.312 -0.009 -0.068
C 2.5270 2.7230 -6.5415 -1.421 -1.838 -0.915
C 3.6997 2.7909 -7.3345 1.272 0.768 0.196
C 4.7385 3.6186 -6.9014 -0.644 -1.153 -1.278
C 4.6042 4.3778 -5.7312 0.450 0.276 0.110
C 3.4152 4.3314 -4.9885 -1.713 -0.627 0.218
C 2.3660 3.5212 -5.4084 0.401 1.297 1.598
O 1.5235 1.8340 -6.7991 1.898 1.503 0.106
H 1.7446 1.3379 -7.6095 -0.245 -0.023 0.044
H 3.7756 2.1923 -8.2388 0.116 0.109 0.092
H 5.6585 3.6685 -7.4837 -0.238 0.008 0.149
H 5.4268 5.0120 -5.3974 -0.201 -0.150 -0.128
H 3.2979 4.9243 -4.0821 0.115 -0.055 -0.304
H 1.4146 3.4702 -4.8690 0.439 0.070 -0.231
C 1.0045 -1.0525 3.7323 -0.271 0.175 0.198
C 0.8799 -1.8726 2.4900 -0.509 -1.044 0.488
C 0.8335 -3.3478 2.7031 -0.020 0.408 0.164
O 0.7045 -1.4273 1.3269 -0.352 0.847 0.270
H 0.7070 -1.6567 4.6033 0.092 0.251 -0.381
H 0.3844 -0.1487 3.7015 0.283 -0.122 0.024
H 2.0504 -0.7860 3.9242 0.046 0.095 -0.144
H 0.1160 -3.8028 2.0221 0.185 -0.146 -0.081
H 1.8291 -3.7598 2.5337 0.159 -0.188 -0.128
H 0.5760 -3.5434 3.7495 0.059 -0.182 -0.348
```
Forces are in eV/Å.

Its total energy is -2039.09465 a.u. Its LUMO energy (alpha / beta) is -14.81 / -14.61 eV. The calculation puts the HOMO energy (alpha / beta) at -20.173 / -20.235 eV. Its net charge is +4. As for the expectation value of S²: 3.90. The spin multiplicity is 4. As for the orbital gap (alpha / beta): 5.361 / 5.621 eV.

=====

[2]
C20H43OP3STi | ωB97M-V with the def2-TZVPD basis set

```
69
Properties=species:S:1:pos:R:3:forces:R:3
Ti -0.4046 0.4238 0.0577 -0.649 0.371 -2.504
P -0.3476 0.4162 2.5704 0.600 0.009 2.345
P 0.3388 2.9855 0.1942 0.941 1.878 0.962
P -1.2052 -2.0093 0.0561 -0.831 -1.899 0.122
H 2.0507 1.3814 -2.2679 -0.104 1.116 0.635
C 1.1677 0.9344 -1.8129 -0.822 -0.908 0.116
C -0.0111 0.6785 -2.4876 -0.411 0.015 0.874
H -0.5896 1.4986 -2.9597 1.210 -0.445 -0.685
C 1.3045 -0.0923 3.1650 0.214 -0.039 -0.580
C -0.7085 1.9374 3.5175 -0.115 0.412 -0.427
C -1.4617 -0.7121 3.4777 -0.426 -0.366 -0.565
C 0.7420 3.9707 -1.2978 -0.202 -0.559 -0.656
C -0.8649 4.1602 0.9242 -0.524 -0.504 0.187
C 1.8506 3.2569 1.2059 0.054 -0.462 0.005
C -1.4085 -2.7097 -1.6247 0.081 0.576 -0.772
C -2.9593 -1.9770 0.5896 -0.130 0.321 0.116
C -0.5032 -3.4390 0.9798 0.594 0.264 0.545
H 1.3636 0.6424 -0.6942 0.746 -0.474 -0.945
H -0.2934 -0.3385 -2.8228 -0.452 0.309 1.141
H 1.3106 -0.0868 4.2640 -0.078 0.015 -0.241
H 2.0744 0.5969 2.7917 -0.118 -0.199 0.180
H 1.5287 -1.1052 2.8010 0.022 0.226 0.167
H -0.7271 1.6832 4.5867 0.100 -0.045 -0.297
H -1.7028 2.3111 3.2395 0.217 -0.046 0.204
H 0.0394 2.7189 3.3474 -0.265 -0.200 0.147
H -1.3325 -0.5240 4.5522 0.131 -0.010 -0.275
H -1.2402 -1.7649 3.2645 -0.072 0.268 0.100
H -2.5062 -0.4957 3.2195 0.216 -0.084 0.197
H 1.2448 4.9040 -0.9972 -0.181 -0.375 0.021
H -0.1910 4.2261 -1.8206 0.281 -0.036 0.036
H 1.3839 3.4059 -1.9840 -0.068 0.467 0.105
H -0.3924 5.1539 0.9882 -0.080 -0.347 -0.089
H -1.1841 3.8483 1.9247 0.066 0.269 -0.329
H -1.7449 4.2243 0.2667 0.221 0.140 0.202
H 2.2045 4.2859 1.0441 -0.132 -0.297 0.059
H 2.6377 2.5578 0.8900 -0.040 0.253 0.094
H 1.6665 3.1061 2.2773 0.101 0.064 -0.343
H -1.3514 -3.8071 -1.5804 -0.044 0.368 0.093
H -0.6337 -2.3505 -2.3133 -0.184 -0.303 0.149
H -2.3934 -2.4181 -2.0169 0.260 -0.104 0.076
H -3.3933 -2.9772 0.4316 0.172 0.286 0.025
H -3.5307 -1.2442 0.0008 0.132 -0.358 0.092
H -3.0438 -1.7179 1.6471 -0.062 -0.168 -0.176
H -0.6696 -4.3512 0.3846 -0.008 0.391 0.233
H -0.9915 -3.5567 1.9617 0.151 0.060 -0.417
H 0.5820 -3.3117 1.1330 -0.468 -0.160 -0.050
C 3.2374 -2.7732 -1.9798 1.155 -1.082 -0.798
C 4.1454 -3.5608 -1.2450 -0.492 -0.092 0.161
C 5.0376 -4.4048 -1.8998 0.016 0.197 -0.199
C 5.0648 -4.4240 -3.2980 -0.116 0.004 0.095
C 4.2256 -3.5835 -4.0396 -0.332 0.147 0.198
C 3.3017 -2.7600 -3.3855 -0.156 -0.258 0.281
S 1.9462 -2.0034 -1.0787 0.320 1.722 -0.077
H 2.4777 -0.7234 -0.9974 0.098 -1.039 0.191
H 4.0580 -3.5721 -0.1617 0.227 -0.031 -0.115
H 5.7038 -5.0519 -1.3247 -0.252 0.246 -0.180
H 5.7174 -5.1250 -3.8202 -0.098 0.280 0.162
H 4.2474 -3.6188 -5.1317 0.027 0.117 0.403
H 2.5959 -2.1445 -3.9355 0.147 -0.138 -0.137
C -3.6917 2.2374 -1.5281 -0.792 -0.211 0.011
C -3.2496 1.6165 -0.2627 -0.081 1.139 -0.095
C -4.0594 1.7857 0.9535 -0.747 -0.498 -0.038
O -2.1206 1.0379 -0.2004 0.035 -0.258 0.343
H -4.7366 2.5469 -1.3952 0.339 0.058 -0.293
H -3.6522 1.5294 -2.3730 0.256 0.243 0.167
H -3.0980 3.1441 -1.7593 -0.014 -0.420 0.066
H -4.1038 0.8803 1.5777 0.229 0.197 -0.156
H -3.6753 2.6098 1.5802 0.028 -0.081 -0.282
H -5.0758 2.0377 0.6306 0.162 0.070 0.414
```
Forces are in eV/Å.

Its total energy is -3133.12695 a.u. Its LUMO energy (alpha / beta) is -15.38 / -15.38 eV. The calculation puts the HOMO energy (alpha / beta) at -18.534 / -18.534 eV. As for the energy relative to the best compared isomer or geometry (same formula, charge and spin): 35.9 kcal/mol. Its net charge is +4. As for the orbital gap (alpha / beta): 3.155 / 3.156 eV.

=====

[3]
C20H44AlNOP3Se | ωB97M-V with the def2-TZVPD basis set

```
71
Properties=species:S:1:pos:R:3:forces:R:3
Al 0.0942 0.0534 -0.4603 1.991 0.019 1.789
P -2.6360 -0.0817 -1.0006 -1.049 -0.153 -0.161
P 0.1289 -2.3842 -0.7598 -0.072 -0.861 0.225
P -0.0584 2.4523 -0.8579 -0.085 0.941 -0.016
H 4.2401 -0.6030 -0.5123 -0.163 0.327 -0.015
C 3.5502 0.2325 -0.7049 -0.126 -0.038 -0.435
C 2.2677 0.1194 0.1407 -1.441 -0.038 -0.370
H 2.3332 -0.8045 0.7389 -0.187 0.284 0.071
C -3.4724 -0.2973 -2.6311 0.521 0.063 -0.052
C -3.5345 -1.4025 -0.0955 0.138 -0.072 0.103
C -3.6480 1.3228 -0.3928 0.106 0.163 0.034
C 1.7693 -3.1839 -0.8172 0.170 0.284 -0.112
C -0.6151 -3.2136 0.6909 -0.128 0.015 0.040
C -0.7276 -3.1540 -2.1800 -0.098 0.177 -0.117
C 1.5562 3.2918 -0.9086 0.142 -0.212 -0.053
C -0.9152 3.3680 0.4749 -0.096 -0.108 0.067
C -0.8708 3.0789 -2.3683 -0.075 -0.140 -0.030
H 4.0957 1.1694 -0.4998 -0.191 -0.416 -0.160
H 2.2555 0.9598 0.8536 -0.162 -0.308 0.035
H -4.5607 -0.3479 -2.4725 0.402 0.016 -0.119
H -3.1186 -1.2182 -3.1099 -0.216 0.123 0.020
H -3.2217 0.5471 -3.2847 -0.236 -0.154 0.047
H -4.6082 -1.2199 -0.2473 0.299 -0.150 0.091
H -3.3156 -1.3572 0.9778 -0.085 -0.105 -0.188
H -3.2842 -2.3965 -0.4824 -0.118 0.195 0.150
H -4.7013 1.0557 -0.5592 0.276 0.172 0.086
H -3.4242 2.2447 -0.9403 -0.142 -0.169 0.193
H -3.4920 1.4849 0.6799 -0.119 0.047 -0.248
H 1.6365 -4.2185 -1.1617 0.074 0.262 0.146
H 2.2235 -3.1903 0.1825 -0.091 0.069 -0.314
H 2.4328 -2.6499 -1.5093 -0.071 -0.175 0.197
H -0.6492 -4.2943 0.4962 0.017 0.231 0.106
H -1.6313 -2.8522 0.8836 0.314 -0.142 -0.026
H 0.0024 -3.0292 1.5794 -0.126 -0.043 -0.265
H -0.3000 -4.1544 -2.3370 -0.300 0.264 -0.063
H -0.5607 -2.5417 -3.0840 -0.082 -0.449 0.230
H -1.8086 -3.2306 -1.9956 0.330 -0.015 -0.133
H 1.3836 4.3578 -1.1081 0.075 -0.252 0.072
H 2.1805 2.8659 -1.7044 -0.086 0.116 0.212
H 2.0769 3.1777 0.0497 -0.100 0.008 -0.252
H -0.8523 4.4418 0.2491 -0.035 -0.254 0.110
H -0.4282 3.1774 1.4391 -0.037 0.079 -0.216
H -1.9704 3.0778 0.5454 0.328 0.149 -0.025
H -0.5426 4.1174 -2.5204 -0.184 -0.328 -0.149
H -1.9633 3.0554 -2.2664 0.299 0.016 -0.110
H -0.5791 2.4530 -3.2280 -0.076 0.426 0.135
C 0.9424 -0.0705 -5.3348 -0.581 0.034 0.613
C 2.3070 -0.3456 -5.0440 1.542 -0.031 -0.208
C 3.2952 -0.1670 -6.0108 -0.244 -0.401 1.321
C 2.9556 0.2461 -7.3094 -0.282 -0.009 -0.002
C 1.6046 0.4516 -7.6383 -1.322 0.115 0.266
C 0.6152 0.3182 -6.6650 0.032 0.368 -1.377
Se -0.3642 -0.1483 -4.0337 1.121 0.167 -1.133
H 3.3230 0.2028 -1.7823 0.236 0.113 0.123
H 2.5424 -0.6751 -4.0369 0.239 0.051 -0.152
H 4.3468 -0.3479 -5.7780 -0.393 0.018 0.070
H 3.7376 0.4028 -8.0563 -0.246 -0.081 0.192
H 1.3192 0.7238 -8.6574 0.116 -0.023 0.376
H -0.4319 0.5259 -6.8832 0.280 -0.081 -0.196
C 0.4982 -0.5702 3.8797 0.248 -0.024 -0.131
N -0.7739 0.1048 3.5979 -0.251 0.252 -1.274
C -1.5920 0.5341 4.7285 -0.619 0.355 0.492
C -1.1361 0.3643 2.3598 1.120 -0.639 0.035
O -0.3639 0.0422 1.3716 -1.140 0.299 0.562
H 0.5780 -0.6405 4.9665 0.210 -0.122 -0.347
H 1.3319 0.0159 3.4689 -0.215 -0.223 0.149
H 0.4996 -1.5721 3.4260 0.026 0.342 0.210
H -1.6609 1.6299 4.7803 0.169 -0.327 0.000
H -2.6107 0.1347 4.6577 0.289 -0.030 0.049
H -1.1146 0.1626 5.6393 -0.334 0.162 -0.190
H -2.1175 0.8504 2.2164 0.496 -0.150 0.024
```
Forces are in eV/Å.

Its total energy is -4585.44133 a.u. Its LUMO energy (alpha / beta) is -12.63 / -12.23 eV. The calculation puts the HOMO energy (alpha / beta) at -15.792 / -15.799 eV. Its net charge is +3. As for the orbital gap (alpha / beta): 3.165 / 3.572 eV.